Entry P
C4H9NOS | wB97M-V/def2-TZVPD

HOMO energy (spin up / spin down) (eV): -8.615 / -9.384

Structure (ORCA input):
```
! wB97M-V def2-TZVPD RIJCOSX def2/J DEFGRID3
* xyz 0 1
C -0.69558 0.38483 0.54202
C -0.50186 0.50771 -0.99067
C -0.89408 -1.06787 0.90790
C 1.84166 0.23720 -1.35072
N 0.55517 -0.33448 -1.40855
O -0.95782 0.03163 3.32687
S -0.90328 -1.31479 2.72554
H 0.19627 0.77600 1.03766
H -1.54757 0.98439 0.86346
H -1.41921 0.15861 -1.47651
H -0.33957 1.57238 -1.23012
H -1.83882 -1.45453 0.52436
H -0.08650 -1.67563 0.49367
H 1.90017 1.19636 -1.89042
H 2.12715 0.46296 -0.31168
H 2.56386 -0.46478 -1.76281
*
```

These are the natural (NBO) partial charges, in e, on atoms 1 to 5: -0.401 -0.283 -0.627 -0.488 -0.233

Entry Q
C4H9NOS | wB97M-V/def2-TZVPD

Structure (SMILES): N[C@H](C=O)CCS
HOMO energy (eV): -9.462

Structure (ORCA input):
```
! wB97M-V def2-TZVPD RIJCOSX def2/J DEFGRID3
* xyz 0 1
N -1.06525 0.01313 -1.42834
C -0.70981 -0.44131 -0.07974
C -1.97715 -0.71480 0.68686
O -2.14587 -1.64699 1.42894
C 0.12057 0.56554 0.71566
C 1.46283 0.88259 0.03314
S 2.79060 -0.32699 0.47289
H -0.35182 0.68692 -1.70481
H -0.97167 -0.74164 -2.09610
H -0.12650 -1.36996 -0.11692
H -2.76456 0.05242 0.58183
H 0.39823 0.04440 1.62545
H -0.44788 1.49674 0.79613
H 1.52310 1.00414 -1.03898
H 1.86506 1.77961 0.50312
H 2.40012 -1.28379 -0.37913
*
```

These are the natural (NBO) partial charges, in e, on atoms 1 to 5: -0.825 -0.168 0.445 -0.514 -0.426

We find entry Q to be the most stable, with the next structure 226.1 kJ/mol higher.

Entry P
C4H9NOS | wB97M-V/def2-TZVPD

Structure (SMILES): CN[C@H](C=O)CS
HOMO energy (eV): -9.209

Structure (ORCA input):
```
! wB97M-V def2-TZVPD RIJCOSX def2/J DEFGRID3
* xyz 0 1
C -1.50702 0.56035 1.30802
N -0.92464 0.90498 -0.00344
C 0.46346 0.46831 -0.15970
C 1.09504 1.29012 -1.26749
O 2.26716 1.51826 -1.36956
C 0.60025 -1.03148 -0.54731
S 1.10868 -2.01464 0.89472
H -0.73681 0.71317 2.07202
H -2.33575 1.22975 1.51110
H -1.74032 -0.49984 1.40692
H -1.50594 0.44750 -0.69794
H 0.93231 0.57356 0.80357
H 0.34080 1.65075 -1.99369
H -0.35023 -1.36231 -0.96526
H 1.34373 -1.22959 -1.32229
H 0.94929 -3.21888 0.33030
*
```

These are the natural (NBO) partial charges, in e, on atoms 1 to 5: -0.419 -0.613 -0.180 0.456 -0.505

Entry Q
C4H9NOS | wB97M-V/def2-TZVPD

HOMO energy (eV): -9.168

Structure (ORCA input):
```
! wB97M-V def2-TZVPD RIJCOSX def2/J DEFGRID3
* xyz 0 1
C 0.16629 -1.36091 -0.38058
C 0.83947 -0.04978 -0.07659
C 1.34605 0.56311 -1.11380
C 0.94432 0.25256 1.33048
N -2.01385 1.33179 0.20188
O -1.18879 -1.37701 0.07860
S -2.35761 -0.04846 -0.30406
H 0.12378 -1.56051 -1.49914
H 0.43002 -2.23335 0.11886
H -1.93007 0.28971 -1.62101
H 1.14916 0.22360 -2.11359
H 1.77156 1.49215 -1.09161
H 0.76757 1.30972 1.64887
H 2.01077 0.03269 1.64735
H 0.36759 -0.41924 2.08700
H -2.42625 1.55391 1.08733
*
```

These are the natural (NBO) partial charges, in e, on atoms 1 to 5: -0.090 -0.026 -0.375 -0.668 -1.084

We find entry P to be the most stable, with the next structure 260.2 kJ/mol higher.

Entry P
C4H9NOS | wB97M-V/def2-TZVPD

Structure (SMILES): C=C[S@](C)(=O)=NC
HOMO energy (spin up / spin down) (eV): -8.236 / -8.236

Structure (ORCA input):
```
! wB97M-V def2-TZVPD RIJCOSX def2/J DEFGRID3
* xyz 0 1
C 1.78419 1.94188 0.56566
C 0.52238 1.76676 0.76416
S -0.03362 -0.27612 0.14208
C -0.72781 -1.04810 1.68243
O 1.29040 -0.90529 -0.12955
N -1.23276 -0.52427 -0.85810
C -0.84374 -0.90549 -2.24183
H 2.30405 2.80671 0.89274
H 2.25494 0.99497 0.27511
H -0.44244 2.28334 0.83802
H -0.57825 -0.25945 2.34745
H -1.82315 -1.04368 1.43784
H -0.21214 -1.94010 1.83950
H -1.65181 -0.56298 -2.91558
H -0.72906 -2.06348 -2.20600
H 0.11881 -0.26471 -2.43393
*
```

These are the natural (NBO) partial charges, in e, on atoms 1 to 5: -0.428 -0.293 1.765 -0.774 -0.958

Entry Q
C4H9NOS | wB97M-V/def2-TZVPD

HOMO energy (eV): -8.078

Structure (ORCA input):
```
! wB97M-V def2-TZVPD RIJCOSX def2/J DEFGRID3
* xyz 0 1
C -1.38471 1.05540 1.38164
N -1.25344 0.43104 0.04172
C 0.12182 0.60473 -0.37817
C 1.15788 -0.41445 -0.11178
S 0.73292 -1.56400 1.17354
C 0.47941 1.84138 -0.96163
O 1.69849 2.15254 -1.38903
H -2.35990 0.97071 1.81587
H -0.65347 0.52110 1.95587
H -1.19964 2.13775 1.28106
H -1.34801 -0.53289 0.23153
H 0.25092 -4.47613 -1.22146
H 1.23185 -0.99243 -1.05680
H 2.05698 0.15962 0.10846
H 0.85269 -4.34096 -1.59719
H -0.38379 2.44660 -1.27361
*
```

These are the natural (NBO) partial charges, in e, on atoms 1 to 5: -0.427 -0.573 0.349 -0.704 -0.272

We find entry P to be the most stable, with the next structure 41.1 kJ/mol higher.

Entry P
C4H9NOS | wB97M-V/def2-TZVPD

Structure (SMILES): C=NSCOCC
HOMO energy (eV): -8.588

Structure (ORCA input):
```
! wB97M-V def2-TZVPD RIJCOSX def2/J DEFGRID3
* xyz 0 1
C -3.67816 0.65683 -1.31075
N -2.58199 -0.10626 -0.71523
S -1.44479 1.35331 -0.51443
C -0.02714 0.57457 0.21412
O 0.61890 -0.28912 -0.66808
C 1.60509 -1.20595 -0.07844
C 2.54656 -0.32876 0.97622
H -4.72375 0.22047 -1.33249
H -3.73775 1.79289 -1.52829
H 0.64198 1.40473 0.71420
H -0.40744 -0.07188 0.99236
H 0.99285 -1.90474 0.58341
H 1.81938 -1.79915 -0.92597
H 2.07312 -0.24783 1.91647
H 2.83120 0.84059 0.60890
H 3.47194 -0.88971 1.06799
*
```

These are the natural (NBO) partial charges, in e, on atoms 1 to 5: -0.132 -0.455 0.334 -0.249 -0.559

Entry Q
C4H9NOS | wB97M-V/def2-TZVPD

Structure (SMILES): NC(=O)CCCS
HOMO energy (eV): -9.384

Structure (ORCA input):
```
! wB97M-V def2-TZVPD RIJCOSX def2/J DEFGRID3
* xyz 0 1
N -1.78275 -0.50607 1.04645
C -0.57699 -1.15648 1.17051
O -0.50131 -2.27393 1.63526
C 0.68362 -0.36162 0.82729
C 0.89355 -0.28655 -0.68635
C 0.16092 0.81535 -1.45359
S 0.02454 2.42363 -0.64722
H -2.57134 -0.84604 1.56933
H -2.00144 0.05904 0.24573
H 1.45652 -0.97417 1.28851
H 0.61622 0.60832 1.31951
H 0.64775 -1.26789 -1.10191
H 1.94607 -0.18019 -0.94470
H -0.88128 0.55823 -1.64481
H 0.61224 0.91424 -2.43957
H 1.27367 2.47412 -0.18443
*
```

These are the natural (NBO) partial charges, in e, on atoms 1 to 5: -0.854 0.682 -0.595 -0.511 -0.412

Entry R
C4H9NOS | wB97M-V/def2-TZVPD

HOMO energy (eV): -8.336

Structure (ORCA input):
```
! wB97M-V def2-TZVPD RIJCOSX def2/J DEFGRID3
* xyz 0 1
C -0.48288 -0.10601 -2.60427
C -1.14014 -0.35092 -0.26707
C -1.27369 -1.19838 1.07338
C 2.10818 0.66486 1.63196
H 0.58915 0.26242 -2.60759
H -0.57872 -1.03493 -3.41393
H -1.26059 0.88230 -2.59178
H -2.13609 0.19985 -0.37193
H -0.31967 -1.40583 1.46297
H -1.45301 -0.60086 2.06230
H -1.95325 -2.34836 1.36432
H 2.86773 0.18495 2.06917
H 2.05486 1.75090 1.55554
N 1.24979 -0.01641 1.04048
O -0.55446 -0.87873 -1.31459
S 0.16300 0.94981 0.29377
*
```

These are the natural (NBO) partial charges, in e, on atoms 1 to 5: -0.296 0.039 -0.670 -0.076 0.208

We find entry Q to be the most stable, with the next structure 463.6 kJ/mol higher.